--- A ---
Below is C46H37ClFN4O2S2Sc as an isolated structure, with properties calculated with ωB97M-V/def2-TZVPD.

CARTESIAN COORDINATES (ANGSTROEM)
Sc1 -0.669 -0.299 0.013
Cl1 1.724 -2.699 6.531
C1 0.832 -2.272 5.078
C2 -0.023 -3.210 4.496
C3 -0.725 -2.877 3.363
C4 -0.592 -1.608 2.747
O1 -1.262 -1.330 1.679
C5 0.270 -0.670 3.371
C6 0.366 0.700 2.897
N1 -0.129 1.128 1.800
C7 -0.112 2.496 1.443
C8 0.458 3.505 2.203
C9 0.401 4.834 1.809
C10 -0.271 5.146 0.633
C11 -0.841 4.162 -0.154
C12 -1.635 4.482 -1.330
C13 -2.110 3.516 -2.106
C14 -1.745 2.075 -1.873
N2 -1.275 1.780 -0.523
C15 -0.751 2.786 0.208
C16 0.967 -1.021 4.531
H1 -0.128 -4.190 4.943
H2 -1.401 -3.581 2.895
H3 0.882 1.384 3.576
H4 0.974 3.264 3.124
H5 0.866 5.605 2.410
H6 -0.364 6.181 0.315
H7 -1.868 5.526 -1.523
H8 -2.741 3.739 -2.960
H9 -2.641 1.473 -2.058
H10 1.622 -0.294 4.997
C17 0.316 -1.596 -4.327
C18 1.365 -1.673 -3.261
N3 2.132 -0.674 -3.064
N4 3.110 -0.896 -2.120
C19 3.079 -0.239 -1.028
S1 2.030 0.991 -0.431
S2 4.377 -0.688 0.133
C20 5.014 -2.212 -0.592
C21 6.124 -2.099 -1.604
C22 6.365 -0.935 -2.322
C23 7.378 -0.885 -3.268
C24 8.169 -2.000 -3.516
C25 7.933 -3.170 -2.807
C26 6.919 -3.214 -1.861
C27 1.468 -2.917 -2.445
C28 2.087 -4.052 -2.942
C29 2.270 -5.183 -2.153
C30 1.816 -5.158 -0.838
C31 1.191 -4.034 -0.324
C32 1.005 -2.885 -1.112
O2 0.437 -1.818 -0.629
H11 0.392 -0.654 -4.868
H12 0.419 -2.431 -5.026
H13 -0.676 -1.676 -3.875
H14 5.347 -2.821 0.252
H15 4.158 -2.709 -1.055
H16 5.738 -0.072 -2.138
H17 7.545 0.030 -3.822
H18 8.958 -1.959 -4.257
H19 8.538 -4.050 -2.991
H20 6.731 -4.131 -1.313
H21 2.462 -4.038 -3.961
H22 2.767 -6.057 -2.553
H23 1.956 -6.026 -0.201
H24 0.848 -4.002 0.704
F1 -6.182 -3.542 2.324
C33 -5.291 -2.967 1.453
C34 -4.240 -3.719 0.967
C35 -3.348 -3.130 0.085
C36 -3.475 -1.794 -0.330
C37 -2.484 -1.160 -1.217
C38 -4.562 -1.082 0.192
C39 -5.467 -1.654 1.079
H25 -4.122 -4.748 1.284
H26 -2.504 -3.704 -0.281
H27 -2.970 -0.419 -1.854
H28 -1.990 -1.912 -1.842
H29 -4.685 -0.042 -0.090
H30 -6.296 -1.087 1.482
C40 -0.697 1.608 -2.913
C41 -1.178 1.783 -4.323
C42 -2.184 0.962 -4.832
C43 -2.672 1.141 -6.117
C44 -2.161 2.149 -6.925
C45 -1.158 2.972 -6.432
C46 -0.675 2.789 -5.144
H31 -0.485 0.549 -2.725
H32 0.237 2.143 -2.737
H33 -2.578 0.167 -4.209
H34 -3.450 0.487 -6.493
H35 -2.537 2.287 -7.932
H36 -0.747 3.759 -7.054
H37 0.108 3.431 -4.759

The HOMO-LUMO gap is 5.9088 eV. The net charge is -2. As for the multiplicity: 1. As for the HOMO energy: -1.82 eV.

=====

--- B ---
Below is C46H37ClFN4O2S2Sc as an isolated structure, with properties calculated with ωB97M-V/def2-TZVPD.

CARTESIAN COORDINATES (ANGSTROEM)
Sc1 0.274 0.281 0.852
Cl1 2.332 -0.823 7.641
C1 1.890 -0.182 6.070
C2 2.633 0.868 5.526
C3 2.306 1.357 4.286
C4 1.244 0.818 3.528
O1 0.984 1.294 2.351
C5 0.471 -0.216 4.129
C6 -0.784 -0.643 3.551
N1 -1.185 -0.425 2.350
C7 -2.620 -0.446 2.218
C8 -3.336 -1.602 2.121
C9 -4.745 -1.565 2.073
C10 -5.413 -0.383 2.201
C11 -4.703 0.831 2.340
C12 -5.336 2.081 2.534
C13 -4.567 3.193 2.684
C14 -3.162 3.067 2.645
N2 -2.533 1.939 2.440
C15 -3.288 0.811 2.313
C16 0.814 -0.698 5.400
H1 3.464 1.278 6.084
H2 2.872 2.166 3.840
H3 -1.504 -1.064 4.256
H4 -2.815 -2.545 2.032
H5 -5.295 -2.486 1.938
H6 -6.498 -0.359 2.224
H7 -6.419 2.132 2.571
H8 -5.016 4.165 2.842
H9 -2.531 3.941 2.777
H10 0.229 -1.496 5.842
C17 1.337 2.695 -1.819
C18 2.127 1.571 -1.234
N3 2.446 1.619 0.013
N4 3.462 0.823 0.487
C19 3.449 -0.314 1.069
S1 2.200 -1.429 1.507
S2 5.129 -0.910 1.463
C20 5.527 -1.696 -0.129
C21 6.286 -0.856 -1.137
C22 7.016 -1.508 -2.131
C23 7.676 -0.793 -3.120
C24 7.616 0.593 -3.135
C25 6.908 1.252 -2.137
C26 6.255 0.535 -1.142
C27 2.407 0.372 -2.062
C28 3.395 0.246 -3.025
C29 3.612 -0.974 -3.653
C30 2.825 -2.066 -3.297
C31 1.810 -1.943 -2.360
C32 1.572 -0.717 -1.730
O2 0.604 -0.545 -0.859
H11 1.172 3.469 -1.070
H12 1.893 3.119 -2.661
H13 0.376 2.340 -2.197
H14 6.113 -2.583 0.114
H15 4.572 -2.027 -0.546
H16 7.056 -2.593 -2.135
H17 8.233 -1.321 -3.888
H18 8.111 1.155 -3.919
H19 6.843 2.334 -2.140
H20 5.689 1.050 -0.376
H21 4.025 1.098 -3.259
H22 4.397 -1.072 -4.393
H23 3.000 -3.031 -3.760
H24 1.191 -2.788 -2.077
F1 -6.152 -5.210 -3.074
C33 -5.097 -4.574 -2.420
C34 -4.506 -5.183 -1.329
C35 -3.454 -4.560 -0.677
C36 -2.926 -3.285 -1.098
C37 -1.868 -2.658 -0.451
C38 -3.594 -2.713 -2.241
C39 -4.646 -3.345 -2.876
H25 -4.876 -6.148 -0.996
H26 -2.990 -5.045 0.177
H27 -1.461 -1.709 -0.789
H28 -1.379 -3.124 0.403
H29 -3.243 -1.754 -2.610
H30 -5.132 -2.891 -3.734
C40 -1.642 1.501 -0.396
C41 -2.476 2.384 -1.074
C42 -2.148 3.765 -1.256
C43 -2.992 4.634 -1.925
C44 -4.223 4.208 -2.423
C45 -4.587 2.871 -2.219
C46 -3.755 1.984 -1.571
H31 -0.645 1.842 -0.131
H32 -1.901 0.443 -0.349
H33 -1.207 4.128 -0.853
H34 -2.686 5.668 -2.064
H35 -4.886 4.897 -2.934
H36 -5.549 2.524 -2.583
H37 -4.070 0.955 -1.423

The HOMO-LUMO gap is 3.7328 eV. The net charge is -2. As for the multiplicity: 1. As for the HOMO energy: 0.04 eV.

=====

Which of them is least stable? Easy: B.

=====

--- A ---
Below is C3H14NO4 as an isolated structure, with properties calculated with ωB97M-V/def2-TZVPD.

CARTESIAN COORDINATES (ANGSTROEM)
C1 -0.411 1.743 -1.813
N1 -0.555 2.366 -0.529
C2 -1.112 1.021 0.455
C3 -0.558 -0.425 0.685
O1 0.618 -0.563 1.419
H1 0.022 2.312 -2.632
H2 -1.429 1.463 -2.198
H3 0.152 0.803 -1.832
H4 -0.087 1.676 0.267
H5 -1.904 0.752 -0.263
H6 -1.517 1.303 1.416
H7 -0.547 -0.974 -0.261
H8 -1.382 -0.882 1.263
H9 1.262 -0.850 0.695
H10 2.779 -1.936 -0.308
O2 1.835 -1.852 -0.477
H11 0.594 -0.400 3.561
H12 -0.799 -0.891 3.981
O3 0.097 -0.775 4.307
H13 1.582 -1.527 -2.060
H14 0.244 -1.007 -2.733
O4 1.119 -1.355 -2.943

The HOMO-LUMO gap is 8.1898 eV. The net charge is -1. As for the multiplicity: 1. As for the HOMO energy: -4.70 eV.

=====

--- B ---
Below is a 4-piece molecular cluster, C3H14NO4 overall, with properties calculated with ωB97M-V/def2-TZVPD.

CARTESIAN COORDINATES (ANGSTROEM)
C1 1.174 -0.924 0.875
O1 0.099 -1.733 0.375
C2 1.269 0.435 0.218
C3 2.648 1.065 0.512
N1 0.219 1.327 0.770
H1 1.088 -0.773 1.960
H2 2.105 -1.499 0.741
H3 1.140 0.250 -0.871
H4 2.735 2.058 -0.023
H5 3.501 0.451 0.118
H6 2.848 1.202 1.594
H7 0.142 2.164 0.122
H8 -0.669 0.798 0.642
H9 -2.665 -0.390 0.841
H10 -0.704 -1.157 0.323
O2 -2.049 -0.338 0.111
H11 -1.431 -2.824 -1.074
H12 -2.385 -1.696 -0.981
O3 -2.269 -2.559 -1.420
H13 -2.340 1.367 -2.402
H14 -2.177 1.015 -0.912
O4 -2.278 1.761 -1.519

The HOMO-LUMO gap is 9.0554 eV. The net charge is -1. As for the multiplicity: 1. As for the HOMO energy: -5.22 eV.

=====

Which of them is least stable? Easy: A.

=====

--- A ---
Below is a 2-piece molecular cluster, H4NO2PS overall, with properties calculated with ωB97M-V/def2-TZVPD.

CARTESIAN COORDINATES (ANGSTROEM)
N1 -0.667 0.996 0.081
O1 1.312 -0.584 0.709
O2 0.673 -0.086 -1.668
P1 -0.064 -0.509 -0.266
S1 -2.087 -0.968 1.974
H1 -1.511 1.317 -0.395
H2 0.051 1.789 0.136
H3 1.213 -1.129 1.597
H4 1.081 -0.826 -2.168

The HOMO-LUMO gap (spin up / spin down) is 7.1129 / 6.9543 eV. As for the multiplicity: 1. As for the HOMO energy (spin up / spin down): -9.38 / -9.01 eV.

=====

--- B ---
Below is one molecule with the formula H4NO2PS, with properties calculated with ωB97M-V/def2-TZVPD.

CARTESIAN COORDINATES (ANGSTROEM)
O1 0.629 -1.345 -0.215
P1 0.499 0.171 -0.693
O2 1.758 0.884 0.046
N1 -0.750 0.603 0.406
S1 -2.318 -0.487 -0.088
H1 0.368 -1.259 0.730
H2 2.275 1.390 -0.523
H3 -1.027 1.553 0.140
H4 -1.434 -1.509 0.197

The HOMO-LUMO gap is 8.8531 eV. Its SMILES is OP(O)NS. As for the multiplicity: 1. As for the HOMO energy: -8.95 eV.

=====

--- C ---
Below is a 2-piece molecular cluster, H4NO2PS overall, with properties calculated with ωB97M-V/def2-TZVPD.

CARTESIAN COORDINATES (ANGSTROEM)
N1 1.013 -0.094 0.494
O1 -1.539 0.187 -0.112
O2 -3.791 -0.665 -0.291
P1 -2.637 -0.799 0.581
S1 2.360 0.343 -0.115
H1 0.985 -0.438 1.412
H2 -0.599 0.318 0.139
H3 1.849 1.429 -0.766
H4 2.359 -0.282 -1.342

The HOMO-LUMO gap is 10.0318 eV. As for the multiplicity: 1. As for the HOMO energy: -9.84 eV.

=====

Which of them is least stable? Easy: C.

=====

--- A ---
Below is a 2-piece molecular cluster, C6H4ClN4O4 overall, with properties calculated with ωB97M-V/def2-TZVPD.

CARTESIAN COORDINATES (ANGSTROEM)
C1 -0.059 2.087 0.226
C2 0.845 -0.161 -0.101
C3 0.970 1.196 -0.119
C4 -1.342 1.565 0.227
C5 -0.504 -0.711 0.069
C6 -1.601 0.187 0.226
N1 -3.183 0.743 -2.726
N2 -2.765 0.215 -1.857
N3 2.404 1.709 -0.171
N4 -2.838 -0.452 0.701
O1 2.424 2.866 0.140
O2 -3.853 0.064 0.387
O3 3.300 0.965 -0.443
O4 -2.669 -1.499 1.287
Cl1 -2.609 2.633 0.599
H1 0.298 3.017 0.443
H2 1.749 -0.869 -0.333
H3 -0.599 -1.251 -0.897
H4 -0.594 -1.657 0.621

The HOMO-LUMO gap is 7.5795 eV. The net charge is +1. As for the multiplicity: 1. As for the HOMO energy: -15.14 eV.

=====

--- B ---
Below is a 2-piece molecular cluster, C6H4ClN4O4 overall, with properties calculated with ωB97M-V/def2-TZVPD.

CARTESIAN COORDINATES (ANGSTROEM)
C1 0.509 -1.811 -0.388
C2 1.400 0.370 0.227
C3 1.558 -0.973 -0.074
C4 -0.783 -1.183 -0.588
C5 0.220 0.967 0.052
C6 -0.875 0.171 -0.400
N1 -1.574 1.344 3.158
N2 -1.844 1.738 2.195
N3 2.956 -1.274 -0.135
N4 -2.174 0.686 -0.672
O1 3.341 -2.410 -0.238
O2 -3.163 0.190 -0.930
O3 3.770 -0.356 -0.211
O4 -2.063 2.014 -0.540
Cl1 -1.967 -2.230 -1.079
H1 0.736 -2.851 -0.504
H2 2.250 0.930 0.703
H3 -2.427 2.695 -1.197
H4 0.129 1.982 0.621

The HOMO-LUMO gap (spin up / spin down) is 7.2844 / 7.2850 eV. The net charge is +1. As for the multiplicity: 1. As for the HOMO energy (spin up / spin down): -14.31 / -14.31 eV.

=====

Which of them is least stable? Easy: A.

=====

--- A ---
Below is a 2-piece molecular cluster, C6H12N3O2 overall, with properties calculated with ωB97M-V/def2-TZVPD.

CARTESIAN COORDINATES (ANGSTROEM)
C1 -1.723 0.568 -0.276
C2 -0.318 0.144 -0.195
C3 -2.743 -0.207 0.237
C4 2.510 -0.282 0.068
C5 -4.115 0.244 0.138
C6 1.233 1.375 -0.960
N1 3.055 -1.512 -0.117
N2 2.573 0.240 1.296
N3 2.123 0.359 -1.026
O1 -2.446 -1.457 0.698
O2 0.185 -0.938 0.123
H1 -2.026 1.625 -0.624
H2 -4.290 1.338 0.051
H3 -4.595 -0.150 0.988
H4 -4.600 -0.099 -0.772
H5 1.403 2.181 -0.229
H6 0.887 1.691 -1.861
H7 3.544 -1.889 0.632
H8 2.674 -2.285 -0.659
H9 2.901 -0.355 2.012
H10 3.015 1.096 1.473
H11 2.211 -0.184 -1.839
H12 -1.458 -1.503 0.840

The HOMO-LUMO gap is 9.3340 eV. The net charge is +1. As for the multiplicity: 1. As for the HOMO energy: -12.39 eV.

=====

--- B ---
Below is C6H12N3O2 as an isolated structure, with properties calculated with ωB97M-V/def2-TZVPD.

CARTESIAN COORDINATES (ANGSTROEM)
C1 1.698 -0.625 0.064
C2 0.440 0.010 0.257
C3 2.897 -0.006 0.250
C4 -2.783 0.352 0.077
C5 4.185 -0.511 -0.230
C6 -0.976 -0.849 -0.787
N1 -3.718 1.303 -0.112
N2 -2.832 -0.345 1.203
N3 -1.983 0.089 -0.945
O1 3.027 1.233 0.697
O2 0.097 1.047 0.804
H1 1.568 -1.553 -0.394
H2 4.778 0.368 -0.163
H3 4.303 -0.977 -1.238
H4 4.376 -1.465 0.343
H5 -1.321 -1.926 -0.419
H6 -0.368 -0.860 -1.588
H7 -4.472 1.444 0.625
H8 -3.574 2.003 -0.721
H9 -3.401 -0.124 1.962
H10 -2.061 -0.973 1.263
H11 -1.973 0.707 -1.784
H12 2.093 1.660 0.835

The HOMO-LUMO gap is 9.6759 eV. The net charge is +1. As for the multiplicity: 1. As for the HOMO energy: -12.49 eV.

=====

Which of them is least stable? Easy: A.